Entry 1:
Molecular formula: C21H32F9GaN5OS
Method: DFT, ωB97M-V/def2-TZVPD

XYZ file:
```
70
Properties=species:S:1:pos:R:3:forces:R:3
C 1.770258 1.520479 0.712178 -0.14 0.26 -0.17
C 0.041756 -5.857272 3.769674 -0.40 -0.10 0.15
H 5.101687 -0.058710 -2.722886 -0.01 -0.01 0.00
C 6.062423 0.426489 -2.723280 -0.01 0.00 -0.06
C -3.017681 -1.931088 1.482458 0.03 -0.28 -0.17
Ga -1.084624 -2.440380 1.969611 -0.66 0.45 0.28
C 2.581269 7.782064 2.166348 0.00 0.01 -0.01
H 7.459057 -1.098931 -3.553397 -0.01 -0.01 0.01
H 0.101612 -5.761871 4.853220 0.13 0.11 0.01
F 0.530794 0.835497 -1.368567 -0.02 -0.05 -0.10
C 0.303055 1.599606 1.236984 0.01 0.00 0.44
H -9.517596 -1.745316 -3.523425 -0.01 -0.01 0.01
C 7.239512 -0.125539 -3.150009 0.04 0.02 0.02
H -0.199394 -6.893822 3.522547 0.04 -0.05 0.02
C -6.843921 0.125863 -3.091587 0.01 -0.01 -0.02
H -0.169432 -0.397464 3.383200 0.04 0.11 0.00
H 8.305059 2.814774 -2.255386 0.00 0.01 0.01
H 1.829814 6.058118 3.367463 0.00 0.00 0.01
H 1.004604 -5.610458 3.323524 0.08 -0.01 0.09
H 1.880599 4.839175 1.186825 -0.03 -0.02 0.01
H -2.570816 -6.286456 2.832812 0.00 -0.04 0.03
H -5.372235 -1.229510 -3.760154 0.02 0.01 0.00
C -1.982751 -5.556921 2.269527 0.24 0.15 -0.31
C 7.689551 1.955752 -2.459603 0.02 -0.02 -0.02
H 2.687952 8.581525 2.880330 0.00 0.01 0.00
F 3.584088 0.447791 -0.608424 0.08 -0.03 -0.01
H -3.690000 -2.582387 2.048534 0.03 0.00 0.10
C -0.986931 -4.878345 3.198506 -0.24 0.57 0.41
N 2.151289 5.802217 1.278851 -0.02 0.01 0.00
H -6.193716 0.945758 -2.841533 0.00 -0.01 0.04
C 6.347391 1.749372 -2.288232 -0.01 0.01 0.01
H -2.670983 -1.461540 -0.576663 -0.07 0.02 -0.08
S 2.045754 0.637216 -0.954740 0.29 0.15 -0.01
H 5.643919 2.463603 -1.894331 -0.01 -0.01 0.02
F 2.562467 0.947784 1.606036 0.00 -0.27 0.04
O -4.667354 -2.003913 -0.311328 -0.11 0.12 0.06
H 2.657241 6.215214 -0.747565 0.01 0.00 -0.01
H -1.442114 -6.084291 1.479279 -0.08 -0.06 -0.04
F 2.201441 2.791061 0.562054 0.17 0.06 -0.03
N -0.968849 -3.646667 3.496534 0.80 -0.69 -0.64
H -7.173830 -2.907758 -4.214960 -0.01 -0.01 0.01
H 9.193106 0.675418 -3.208237 0.02 0.00 0.00
N -0.252096 -3.348319 0.463639 -0.17 0.03 0.26
H -2.941223 -3.173617 -0.246829 -0.11 -0.03 -0.08
N -6.343175 -1.044075 -3.591731 -0.01 -0.01 0.00
H -8.883902 0.744481 -2.637274 0.00 0.00 0.01
F 1.712927 -0.742753 -0.268355 -0.11 0.00 -0.04
C -3.274680 -2.162994 0.018662 0.29 0.04 0.10
N 8.226128 0.809880 -2.983571 -0.03 0.01 -0.01
F 0.480149 2.168378 2.479278 -0.06 0.05 -0.21
H 3.223299 8.683313 0.216394 0.00 0.01 0.00
H -0.504366 -2.908150 -0.414711 0.10 -0.01 -0.08
F 2.414200 1.995819 -1.701260 -0.13 -0.04 -0.06
F 2.289878 -0.128025 -2.325431 -0.05 0.03 0.18
H -4.787870 -2.159237 -1.251864 0.01 -0.05 -0.03
C -8.202854 -0.006379 -3.000452 -0.02 -0.01 -0.03
H 0.755575 -3.268322 0.548400 0.05 -0.03 -0.14
C 2.583792 6.596545 0.256281 0.00 -0.02 0.00
H -2.651671 -4.832177 1.808751 -0.02 0.01 0.03
H 1.015320 -0.958397 2.209677 0.06 0.09 -0.05
C -0.037876 -0.712156 2.347464 -0.04 -0.43 0.12
H -3.260060 -0.901716 1.760804 -0.01 0.04 -0.04
C -8.534482 -1.309653 -3.463842 -0.01 0.02 -0.01
H -1.492671 0.730751 1.748146 -0.01 0.07 -0.08
C -0.534307 0.355093 1.378489 -0.18 -0.14 0.17
H -0.749820 -0.071106 0.397888 0.15 0.16 -0.12
C -7.365322 -1.924694 -3.821140 0.03 0.00 -0.01
C 2.861195 7.835311 0.773308 0.00 0.01 0.01
F -0.313596 2.563049 0.482978 0.02 -0.19 0.00
C 2.144036 6.513017 2.444109 0.01 -0.01 -0.01
```
Forces are in eV/Å.

The HOMO energy is -4.03 eV. The calculation puts the HOMO-LUMO gap at 6.2423 eV. For the molecular weight, the calculation gives 643.3 g mol⁻¹. Its total charge is -1.

***

Entry 2:
Molecular formula: C21H32GdN7O7PSi
Method: DFT, ωB97M-V/def2-TZVPD

XYZ file:
```
70
Properties=species:S:1:pos:R:3:forces:R:3
H 2.081741 4.252810 -4.386055 -0.18 0.14 0.05
P -1.382455 -1.703611 -2.748791 0.42 0.69 -0.84
C 1.476614 1.995455 -1.996717 0.22 0.11 -0.15
N 0.688442 -3.361816 -2.547549 0.02 -0.27 -0.02
H 0.137047 -0.170701 3.677705 -0.05 -0.23 -0.11
C 1.273800 -1.856513 2.794831 -0.10 0.39 -0.29
H 0.312096 -2.453980 5.234806 0.13 0.02 0.10
C 0.028440 -1.232664 3.452746 0.49 0.26 0.96
N -4.185587 1.046808 2.349042 0.11 0.85 0.66
C -0.243034 4.055539 2.997260 0.15 -0.17 -0.27
C -0.852363 -2.867135 2.406829 -0.17 -0.98 0.10
H 0.483233 4.785849 3.324159 0.11 0.01 -0.06
H -3.644660 0.225956 -3.218746 0.12 0.26 -0.02
H 2.764067 4.858783 -1.344870 -0.19 0.10 -0.05
O -1.498676 -0.886660 -1.445669 0.19 0.15 -0.33
H -2.614196 1.550229 -3.374407 -0.06 -0.21 0.04
Gd -0.060892 -0.120452 0.231585 -2.38 1.14 -1.24
H -1.511720 -3.292369 1.648146 0.15 0.17 0.10
C 0.096451 3.038943 2.105235 0.02 0.01 0.04
C 1.655622 -0.852136 1.688027 1.92 -0.87 2.12
H -2.295897 0.295122 -2.183667 -0.38 0.52 -0.20
C 0.656301 -3.139065 2.180297 -0.03 -0.07 -0.31
H 1.004315 -4.033306 2.700234 -0.08 0.09 -0.07
C -0.495620 -2.091318 4.608271 -0.02 0.14 -0.06
O -0.929090 -1.434476 2.401686 -0.03 0.14 0.00
C 0.567483 1.470846 -1.373044 -0.20 -0.10 -0.05
H 4.096909 0.572516 -3.433055 -0.12 -0.04 -0.14
C 2.852546 3.489285 -4.377411 -0.05 -0.35 0.67
H 1.661278 -3.634927 -2.651513 -0.13 -0.03 0.08
N -1.467247 4.176255 3.484121 0.00 0.24 0.21
H 0.294394 -3.103633 -1.082316 0.02 0.00 0.33
C -2.363039 3.280077 3.115734 0.01 -0.44 -0.33
H 1.044331 -1.303599 -2.756349 -0.15 -0.06 -0.15
H 0.496989 -2.098955 -4.266451 -0.06 0.14 0.16
H 3.682843 3.695521 -0.411242 0.02 -0.15 0.17
C 4.310072 1.294989 -2.648819 -0.50 0.53 0.06
C -1.800759 -0.310598 -3.985081 0.44 -1.03 0.03
C 0.391238 -2.083030 -3.171567 -0.67 0.18 0.09
H -1.186987 -1.529786 5.232980 0.04 0.05 0.01
C -2.964667 1.189145 1.879551 -0.63 -0.92 -0.39
N -2.623867 0.198323 0.998281 -0.02 0.31 -0.12
H -0.908224 0.235614 -4.283896 -0.02 0.09 0.13
H -2.315864 -0.691880 -4.863041 -0.02 0.03 0.03
O 1.911309 -1.269286 0.540590 0.58 0.00 -0.41
C -2.024882 2.233190 2.251736 0.34 0.51 0.21
H 2.106349 -2.041781 3.470259 0.00 0.01 0.00
C 3.540398 4.102169 -1.407507 -0.20 -0.56 -0.42
H 0.082365 -4.086056 -2.922076 0.12 -0.06 0.01
N -0.790206 2.121892 1.736754 -0.41 -0.14 0.13
H 3.776106 3.965428 -4.690351 0.25 0.06 0.02
O 0.034644 -2.795179 -0.107778 -0.08 -0.04 -0.36
H -5.560469 -0.407255 1.983416 0.15 0.04 -0.08
H -3.799796 -1.454330 0.370502 -0.08 -0.26 -0.15
H 2.600742 2.750143 -5.131134 -0.06 -0.20 -0.08
C -1.208838 -3.220977 3.852418 -0.11 0.06 -0.23
H 4.276742 0.766202 -1.699221 -0.03 -0.03 0.16
H -3.364887 3.382953 3.510166 -0.06 -0.09 -0.02
H 1.087388 2.933650 1.686466 0.09 0.08 0.06
H 5.328478 1.643106 -2.796208 0.13 0.15 -0.04
O 1.477986 0.361028 1.923930 0.03 0.64 0.20
H -0.859445 -4.209909 4.128990 -0.02 -0.13 -0.01
C 0.955492 -3.363498 0.697650 -0.20 -0.72 0.34
O -2.301948 -2.841838 -2.867227 0.05 -0.45 -0.32
H 4.460549 4.602080 -1.693008 0.19 0.02 -0.14
O 1.797862 -4.114209 0.289632 0.08 -0.01 0.07
H -2.286213 -3.173618 3.999332 -0.03 -0.06 -0.01
N -2.676622 0.551325 -3.170176 -0.12 0.22 0.61
Si 3.055492 2.734233 -2.641784 0.69 0.28 -0.19
C -3.693892 -0.564125 0.955944 0.07 0.06 0.00
N -4.636114 -0.060795 1.767416 0.29 -0.25 -0.34
```
Forces are in eV/Å.

As for the expectation value of S²: 16.03. The HOMO energy (spin up / spin down) is -12.14 / -12.08 eV. The calculation puts the HOMO-LUMO gap (spin up / spin down) at 9.4388 / 6.8784 eV. For the molecular weight, the calculation gives 710.8 g mol⁻¹. The multiplicity is 8. Its total charge is +1.

***

Entry 3:
Molecular formula: C21H32N2O4
Method: DFT, ωB97M-V/def2-TZVPD

XYZ file:
```
59
Properties=species:S:1:pos:R:3:forces:R:3
C -0.442478 1.654096 1.570743 -0.24 -0.18 0.17
C 1.199452 1.049675 -2.618772 0.13 0.32 0.08
H -0.304033 -1.585072 1.089590 0.05 -0.01 0.02
O -2.273330 -2.362110 -1.204147 0.06 0.08 -0.25
H -3.628671 -2.745610 0.212411 0.18 0.00 0.02
H 0.884078 3.599525 2.986268 0.07 0.06 -0.01
H 2.986099 1.964123 -1.845607 0.06 0.08 -0.01
H 0.574910 2.367943 -1.046238 -0.02 0.12 0.05
C 2.854984 -0.037850 -1.075120 0.15 0.30 0.10
C 1.173032 -3.538940 -1.709650 0.29 0.05 -0.41
H -0.740223 1.408378 -1.729685 -0.08 0.04 0.05
C 0.485681 0.320309 -0.333258 0.14 0.36 0.05
C 0.306589 -2.472905 -3.696829 0.34 -0.17 0.02
O -3.229432 -1.039553 2.026030 -0.30 -0.14 0.39
N 2.595935 -3.330020 -3.682577 0.56 -0.12 -0.27
C 1.344994 -3.113194 -3.022098 -1.16 0.17 0.66
H 2.087407 -0.453059 0.899305 0.00 0.03 0.11
C -2.573030 -2.451797 0.173965 -0.29 0.25 0.64
H -2.864553 3.804146 2.803241 0.00 0.09 -0.05
H -0.128212 -3.655921 -0.042252 -0.02 0.00 0.07
H 2.609237 -1.036258 -1.444552 0.03 -0.08 -0.02
C 2.663687 0.980434 -2.194753 -0.07 -0.30 -0.14
O 3.481220 -3.876328 -3.053968 0.20 -0.09 0.06
C -1.060787 -2.643592 -1.712194 0.36 -0.14 -0.46
N -0.480736 0.466533 0.737893 0.14 -0.05 -0.01
H 0.457815 -2.159831 -4.718520 -0.02 0.02 -0.03
C -0.019547 -3.310333 -1.057784 -0.43 0.08 0.15
H 1.075058 1.808042 -3.394498 -0.04 -0.05 -0.08
O 2.701977 -2.952748 -4.832671 0.07 0.06 -0.21
H -1.017494 4.338315 4.390672 -0.04 -0.02 0.08
C -1.843561 3.479211 2.591608 -0.17 -0.20 0.23
C 0.307340 1.380761 -1.425273 -0.01 -0.42 -0.13
C -0.881129 -2.245920 -3.047496 -0.13 -0.06 0.37
H 3.900018 -0.049242 -0.758752 0.02 -0.10 -0.03
H 0.266108 -0.644797 -0.802409 0.06 0.05 0.00
H -1.991338 -3.219210 0.689366 -0.02 -0.02 -0.07
C -2.417578 -1.080828 0.872339 0.21 -0.30 -0.49
H 0.898442 0.087757 -3.040147 -0.02 -0.01 -0.05
H -1.379668 4.233951 1.951534 -0.01 0.08 -0.04
H 1.333748 1.162523 2.719107 0.01 -0.09 -0.01
H 2.235379 1.268187 0.516441 0.00 0.10 0.12
H -1.017835 -0.673623 2.414419 0.05 -0.09 0.01
H -4.158897 -1.063365 1.773386 0.06 0.00 -0.01
C -1.868330 2.141334 1.858895 0.28 0.38 -0.14
C 0.361019 2.871767 3.611671 -0.14 -0.19 0.25
H -0.180238 0.803492 3.552224 -0.02 -0.09 0.03
C 0.319923 1.521942 2.900576 0.16 0.25 -0.27
H -2.404538 2.244821 0.913715 -0.03 -0.09 -0.04
C -0.970274 -0.752187 1.326908 -0.48 0.15 -0.22
H 0.915179 2.778687 4.548460 0.07 0.06 -0.03
C 1.956221 0.293619 0.112392 -0.18 -0.38 -0.24
H 3.284249 0.709416 -3.050992 0.07 0.08 -0.01
H -2.729500 -0.309875 0.153076 0.12 -0.12 0.08
H -1.699684 -1.747024 -3.540350 -0.09 0.07 -0.07
H 0.058973 2.426199 0.981148 0.01 0.05 0.02
H -2.389714 1.398408 2.463715 -0.07 -0.11 0.03
C -1.053973 3.367557 3.891633 0.15 0.26 -0.17
H -1.556602 2.665286 4.560487 -0.04 -0.02 0.09
H 1.986629 -4.045244 -1.212627 0.01 -0.01 0.03
```
Forces are in eV/Å.

The HOMO energy is -7.90 eV. The calculation puts the HOMO-LUMO gap at 7.5413 eV. For the molecular weight, the calculation gives 376.5 g mol⁻¹. The SMILES is O=[N+]([O-])c1ccc(OC[C@@H](O)CN(C2CCCCC2)C2CCCCC2)cc1.

***

| no. | DFT total energy (eV) |
| --- | --- |
| 1 | -119461.86662 |
| 2 | -85059.07193 |
| 3 | -33463.98760 |